(1)
The following is a DFT calculation (ωB97M-V/def2-TZVPD) of 2 unconnected molecules or ions with the total composition C3Cl6 in a non-equilibrium geometry.

Geometry as XYZ:
```
9
C3Cl6 | the OMol25 dataset | ωB97M-V/def2-TZVPD
C -1.03604 0.37100 -0.95739
C 1.76575 -0.39178 0.36474
C -0.97365 0.58218 0.35861
Cl -0.16582 1.41179 -1.98147
Cl 2.96505 -0.46721 1.62004
Cl 1.26598 -1.91128 -0.25403
Cl -1.90778 -0.99346 -1.71206
Cl -1.60471 -0.57464 1.42760
Cl -0.30877 1.97340 1.13397
```

## Properties
highest occupied orbital energy (alpha / beta) = -8.57 / -9.54 eV
multiplicity = 3
energy = -2875.29363 a.u.
charge = 0
frontier orbital gap (alpha / beta) = 9.10 / 7.31 eV

(2)
The following is a DFT calculation (ωB97M-V/def2-TZVPD) of a molecular structure, C35H47As2N6O10Pd in a non-equilibrium geometry.

Geometry as XYZ:
```
101
C35H47As2N6O10Pd | the OMol25 dataset | ωB97M-V/def2-TZVPD
Pd 0.78789 -0.66423 0.04625
O -2.83178 -5.82801 4.67391
N -2.74884 -5.60494 3.48550
O -3.29672 -6.27363 2.63537
C -1.93322 -4.44441 3.06103
C -1.39523 -3.72168 4.06217
C -0.62650 -2.55361 3.81007
C -0.09517 -1.77900 4.85741
C 0.59882 -0.64019 4.56063
C 0.73770 -0.27298 3.21786
N 0.25911 -0.98155 2.21798
C -0.39838 -2.13746 2.49240
C -0.90579 -2.95593 1.40846
N -0.58595 -2.57759 0.15905
C -1.06912 -3.23786 -0.86558
C -1.89948 -4.34846 -0.70976
C -2.20648 -4.78563 0.55176
C -1.70679 -4.09278 1.67603
H -1.58010 -4.03857 5.07865
H -0.25251 -2.09527 5.88205
H 1.02760 -0.01909 5.33517
H 1.25473 0.64114 2.94962
H -0.78373 -2.87918 -1.84893
H -2.28773 -4.86517 -1.57743
H -2.82510 -5.65387 0.69091
C 2.57753 -0.50543 -3.98612
C 2.32821 -0.02283 -2.55129
C 1.90847 1.44353 -2.55589
C 1.26765 -0.90865 -1.92170
H 3.33090 0.11383 -4.47876
H 1.65584 -0.44245 -4.57218
H 2.92368 -1.54147 -4.00102
H 3.27026 -0.11961 -2.00258
H 0.94978 1.56542 -3.06978
H 2.64772 2.06067 -3.07148
H 1.79548 1.81937 -1.54035
H 1.55731 -1.96390 -1.96181
H 0.32294 -0.76120 -2.44241
C 3.24990 -3.38362 0.08750
N 4.21094 -2.34809 -0.24553
C 5.17318 -2.70145 -1.27634
C 4.02715 -1.07550 0.19114
N 2.85817 -0.70533 0.63073
N 5.09889 -0.23006 0.13648
C 6.44475 -0.65393 0.49476
C 4.90316 1.20841 0.10020
H 3.78491 -4.29892 0.34872
H 2.58673 -3.59715 -0.75616
H 2.64885 -3.06325 0.93163
H 4.65596 -3.21763 -2.08865
H 5.95077 -3.36587 -0.89157
H 5.63834 -1.80929 -1.68532
H 2.90366 0.19725 1.08592
H 6.45399 -1.70241 0.77812
H 6.79091 -0.06969 1.35150
H 7.14521 -0.49388 -0.32775
H 5.62540 1.64557 -0.59163
H 5.06107 1.66228 1.08513
H 3.90206 1.45033 -0.24905
C 1.68615 3.78869 2.48547
O 0.37520 3.44586 2.01323
C 0.31217 2.52382 1.04904
O 1.26693 1.85356 0.73183
C -1.05243 2.38287 0.47040
C -1.84760 3.45479 0.42633
As -3.71326 3.44786 -0.13770
C -3.71536 5.13959 -1.11831
C -3.51637 2.22759 -1.64327
C -2.74079 1.14587 -1.67548
As -1.45917 0.60553 -0.28527
C -2.80358 0.06256 1.04225
C -2.87500 0.25869 -2.87263
O -3.85191 0.22511 -3.57472
O -1.80918 -0.53371 -3.05318
C -1.83973 -1.35270 -4.23685
C -4.25685 2.72191 -2.87134
O -3.64938 3.33747 -3.69965
O -5.58246 2.60071 -2.92406
C -6.24982 1.74110 -1.99224
C -1.31155 4.84350 0.68856
O -0.57029 5.35256 -0.10149
O -1.76008 5.52746 1.74716
C -2.54281 4.86782 2.75032
H 1.54590 4.63248 3.15269
H 2.32603 4.06783 1.65134
H 2.13211 2.95254 3.02259
H -3.63561 5.95979 -0.40682
H -4.65719 5.23307 -1.65498
H -2.88957 5.17660 -1.82356
H -3.56144 0.83390 1.15456
H -2.32134 -0.11091 2.00293
H -3.27909 -0.86132 0.71196
H -0.81191 -1.64898 -4.42484
H -2.23329 -0.78822 -5.07673
H -2.46938 -2.22558 -4.06972
H -7.23163 1.55208 -2.41199
H -6.36432 2.22869 -1.02426
H -5.71693 0.79839 -1.88068
H -2.41902 5.44635 3.65968
H -2.19626 3.84862 2.91747
H -3.59688 4.86108 2.47690
```

## Properties
highest occupied orbital energy = -9.96 eV
multiplicity = 1
energy = -7041.95114 a.u.
charge = +1
frontier orbital gap = 6.35 eV

(3)
The following is a DFT calculation (ωB97M-V/def2-TZVPD) of a single C5H7NO2 molecule in a non-equilibrium geometry.

Geometry as XYZ:
```
15
C5H7NO2 | the OMol25 dataset | ωB97M-V/def2-TZVPD
C 1.36198 -0.30518 1.03574
C 0.68735 0.09150 -0.09447
C 0.34146 1.40442 0.03409
C -0.97272 1.61073 0.07745
C -0.72052 -0.74807 -0.01193
H 2.35796 0.31838 1.40396
H 1.68450 -1.27531 0.65036
H 0.97353 -0.61553 2.21207
H 1.05307 -1.10682 -1.53006
H 1.15139 2.28592 0.18935
H -1.38683 2.60856 0.36050
H -2.72813 0.29728 0.26290
N -1.59149 0.27612 -0.23202
O 1.48710 -0.17164 -1.12796
O -1.00589 -1.92407 0.10669
```

## Properties
highest occupied orbital energy = -9.11 eV
multiplicity = 1
energy = -399.78841 a.u.
charge = 0
frontier orbital gap = 9.72 eV

Which value of energy does entry 3 give?
-399.78841 a.u.